Here is a gas-phase ion, C7H10NO3 (charge -1) at a distorted geometry from the Open Molecules 2025 dataset. Energies are from ωB97M-V/def2-TZVPD.

## Properties
Highest occupied orbital energy (eV): -4.6
Energy relative to the best compared isomer or geometry (same formula, charge and spin) (kJ/mol): 117.0
Max |F| (eV/A): 3.1
Multiplicity: 1
Calculated total energy (a.u.): -553.21814
Charge: -1
Frontier orbital gap (eV): 8.4

```
21
Properties=species:S:1:pos:R:3:forces:R:3:mulliken_charge:R:1
C 1.608495 1.932521 -0.991118 -0.388 1.308 -2.654 -0.7573
O 0.419339 1.233038 -0.845528 0.060 -2.493 1.631 -0.3305
C 0.467186 0.091210 0.098132 0.278 -0.295 0.098 0.8497
C 0.544370 0.527505 1.487017 -0.398 0.429 -1.144 -0.0376
N 0.532190 0.743738 2.605631 0.049 0.448 1.515 -0.6403
C 1.802556 -0.995260 0.066381 -1.645 0.091 -2.110 0.5240
O 1.518509 -2.037961 -0.534543 -0.116 -0.345 0.013 -0.7150
O 2.835822 -0.595560 0.546898 1.115 0.921 0.955 -0.6606
C -0.852482 -0.692816 -0.124825 0.728 1.713 -1.460 0.3339
C -1.993261 0.284404 -0.476300 -1.203 0.212 -1.740 -1.2942
C -1.139570 -1.719198 0.935914 -2.747 1.478 -0.079 -1.5356
H 2.308693 1.490085 -1.758042 -0.119 -0.219 1.505 0.2371
H 2.009630 2.317132 -0.061746 0.523 -0.299 0.124 0.2884
H 1.216858 2.776888 -1.601206 0.537 0.270 0.574 0.3157
H -0.567771 -1.217583 -0.998422 0.043 -0.825 -1.106 0.3368
H -1.967850 1.144696 0.138500 -0.368 0.612 1.505 0.3513
H -2.130781 0.883655 -1.471930 1.279 -1.765 1.014 0.2274
H -2.948119 -0.255817 -0.439948 0.008 0.210 0.549 0.3441
H -1.297302 -1.168895 1.893271 -0.092 -0.990 -0.378 0.3496
H -2.007079 -2.354699 0.601156 0.339 0.884 0.629 0.3762
H -0.359443 -2.387076 0.930703 2.117 -1.345 0.560 0.4369
```
Forces are in eV/Å.

---

Here is a gas-phase ion, C7H10NO4S (charge -1) at a distorted geometry from the Open Molecules 2025 dataset. Energies are from ωB97M-V/def2-TZVPD.

## Properties
Highest occupied orbital energy (spin up / spin down) (eV): -2.9 / -2.9
Energy relative to the best compared isomer or geometry (same formula, charge and spin) (kJ/mol): 237.8
Max |F| (eV/A): 5.2
Multiplicity: 1
Calculated total energy (a.u.): -1026.57534
Charge: -1
Frontier orbital gap (spin up / spin down) (eV): 6.2 / 6.2

```
23
Properties=species:S:1:pos:R:3:forces:R:3:mulliken_charge:R:1
C 1.806183 -0.157269 0.448453 -2.807 -3.137 1.348 0.4136
C 3.798162 1.002827 0.308152 1.309 0.413 -0.166 0.7037
C -0.962225 -1.062323 0.685425 -0.124 0.507 1.111 -0.5988
C -0.625147 0.369344 0.273673 1.603 0.354 -1.003 -0.8590
C 0.307035 -1.909070 0.806659 0.232 0.230 0.051 -0.2390
C 0.729698 0.499929 -0.510840 0.173 -0.735 0.916 0.2775
C 1.154041 1.950490 -0.798292 0.457 -1.162 2.681 -1.8024
N 1.253413 -1.219602 1.624797 2.072 2.948 -3.703 -0.8342
O 2.642858 0.814797 0.926387 0.607 0.369 1.905 -0.4415
O 4.658791 1.777777 0.690579 -1.231 -0.812 -0.475 -0.6561
O 3.885410 0.270665 -0.805696 -0.085 -0.998 -0.334 -0.4515
O 3.484378 -2.183352 0.069378 0.988 -1.417 0.442 -0.4578
S 2.806809 -1.240855 -0.762444 0.337 2.324 0.255 0.4403
H -1.371485 -1.040565 1.755178 0.010 -0.085 -1.608 0.3642
H -1.623885 -1.497836 -0.045345 -0.775 -0.316 -0.124 0.3034
H -1.395432 0.951505 -0.226322 -0.368 -0.206 -0.057 0.4210
H -0.264786 0.929228 1.094587 -0.586 0.598 1.598 0.3468
H 0.043210 -2.867283 1.337930 0.276 0.460 -0.967 0.3778
H 0.675446 -2.042622 -0.330512 -0.481 -0.643 1.511 -0.0287
H 0.698668 -0.102160 -1.419215 -0.053 0.164 -0.337 0.4877
H 2.158752 2.022199 -1.174298 0.163 0.030 -0.684 0.3338
H 1.197751 2.484200 0.179627 -0.264 -0.192 -0.669 0.3384
H 0.436635 2.388770 -1.388200 -1.454 1.304 -1.689 0.5608
```
Forces are in eV/Å.

---

Here is C7H10O in the gas phase at a distorted geometry from the Open Molecules 2025 dataset. Energies are from ωB97M-V/def2-TZVPD.

## Properties
Highest occupied orbital energy (eV): -8.8
Energy relative to the best compared isomer or geometry (same formula, charge and spin) (kJ/mol): 293.2
Max |F| (eV/A): 5.0
Multiplicity: 1
Calculated total energy (a.u.): -347.85150
Frontier orbital gap (eV): 9.5

```
18
Properties=species:S:1:pos:R:3:forces:R:3:mulliken_charge:R:1
C -0.740570 -2.883640 2.169680 0.349 0.289 -1.191 -0.6851
C -0.907656 -1.531824 2.003684 -0.863 -3.462 -0.517 -0.2088
C -0.981887 -0.906749 0.683501 2.207 3.233 3.189 -0.3288
C -0.670272 0.414041 0.694164 -1.803 0.117 -2.851 -0.0854
C -0.855236 1.231990 -0.617837 2.065 -2.993 -0.341 -0.9983
C 0.495044 1.927183 -1.016488 -0.830 -1.037 -0.759 -0.4881
C 1.289257 0.777001 -1.738576 -2.792 2.558 1.592 0.0561
O 2.424084 0.846673 -1.985178 2.965 -0.549 -0.962 -0.4343
H -0.973725 -3.416656 3.091682 0.344 0.438 0.030 0.2623
H -0.363393 -3.611178 1.332863 -0.909 1.783 1.377 0.1980
H -1.311594 -0.889865 2.773484 0.342 -0.245 0.518 0.2869
H -1.162918 -1.443296 -0.174007 -0.544 -1.091 -1.834 0.4447
H -0.368682 0.971484 1.569627 -0.047 -0.220 0.259 0.3130
H -1.591889 1.907478 -0.737995 -2.702 2.749 1.145 0.4903
H -1.355059 0.484238 -1.367704 1.791 0.834 0.663 0.2490
H 1.019495 2.217158 -0.097749 0.024 -0.003 -0.278 0.2731
H 0.367260 2.859169 -1.653124 0.176 -1.274 0.548 0.3358
H 0.575762 -0.019932 -1.924423 0.226 -1.126 -0.586 0.3196
```
Forces are in eV/Å.

---

Here is C7H10O in the gas phase at a distorted geometry from the Open Molecules 2025 dataset. Energies are from ωB97M-V/def2-TZVPD.

## Properties
Highest occupied orbital energy (eV): -9.1
Energy relative to the best compared isomer or geometry (same formula, charge and spin) (kJ/mol): 333.1
Max |F| (eV/A): 5.3
Multiplicity: 1
Calculated total energy (a.u.): -347.83630
Frontier orbital gap (eV): 9.8

```
18
Properties=species:S:1:pos:R:3:forces:R:3:mulliken_charge:R:1
C -2.090742 -1.351524 -0.117556 -0.048 1.429 1.652 -0.8965
C -0.967347 -0.625520 0.100810 0.980 1.375 -0.523 0.5011
C -1.042079 0.832432 0.702862 3.623 -1.302 0.315 -0.9459
C 0.018056 1.648827 -0.240555 -4.118 1.648 -0.482 -0.6661
C 1.030312 0.705552 -0.592753 2.651 -2.409 -1.064 -0.1492
C 1.559930 -0.251313 0.456080 -0.541 -0.445 0.735 0.0685
O 2.847392 -0.758311 0.331419 -0.450 -5.010 -1.621 -0.5844
C 0.499487 -0.731059 -0.467403 -3.330 -0.459 -0.773 -0.4114
H -3.080713 -0.915766 0.320965 1.831 -1.014 -0.970 0.1909
H -2.095344 -2.369390 -0.488409 -0.014 0.169 -0.234 0.3047
H -2.082708 0.997834 0.611607 -0.828 1.410 0.538 0.5001
H -0.529124 0.857756 1.776699 -1.845 -0.065 -1.991 0.1530
H -0.553001 1.903940 -1.205920 0.672 -0.173 1.262 0.2545
H 0.395414 2.609175 0.138712 -0.281 -0.359 0.326 0.3417
H 1.726027 0.855761 -1.490982 -1.037 -0.059 1.574 0.3243
H 1.193680 -0.192780 1.525058 0.676 0.259 -1.256 0.1516
H 2.678975 -1.848196 0.017777 1.041 4.906 1.520 0.3788
H 0.491777 -1.367421 -1.378408 1.021 0.097 0.991 0.4842
```
Forces are in eV/Å.

---

Here is C7H10O in the gas phase at a distorted geometry from the Open Molecules 2025 dataset. Energies are from ωB97M-V/def2-TZVPD.

## Properties
Highest occupied orbital energy (eV): -8.9
Energy relative to the best compared isomer or geometry (same formula, charge and spin) (kJ/mol): 177.9
Max |F| (eV/A): 2.9
Multiplicity: 1
Calculated total energy (a.u.): -347.89542
Frontier orbital gap (eV): 10.0

```
18
Properties=species:S:1:pos:R:3:forces:R:3:mulliken_charge:R:1
C -2.877892 -0.343050 -0.612984 -1.137 -1.579 -0.725 -0.8691
C -1.614891 -0.108662 -0.422039 1.898 2.045 0.800 0.2282
O -1.192212 0.499451 0.750711 0.322 -0.444 -0.317 -0.4602
C 0.238792 0.484616 0.910004 0.452 0.019 -1.263 0.0537
C 0.987439 1.252444 -0.234544 -1.095 1.119 1.128 -0.6514
C 1.844513 0.479394 -0.856554 0.469 -1.823 0.052 -0.2173
C 1.845994 -0.994021 -0.374678 -0.473 1.650 0.673 -0.5421
C 0.854099 -0.940026 0.841634 0.520 -0.289 0.150 -0.7389
H -3.581201 -0.260878 0.200221 -0.150 0.123 -0.023 0.2799
H -3.155261 -0.875482 -1.526038 -0.171 0.500 0.245 0.2477
H -0.812784 -0.081479 -1.167570 -0.511 -0.644 -0.075 0.2447
H 0.407865 0.883287 1.899738 -0.055 0.495 0.065 0.4223
H 0.787909 2.333051 -0.480456 0.235 -1.294 0.436 0.3295
H 2.526994 0.728984 -1.644462 0.046 0.466 -0.375 0.4275
H 2.881711 -1.285020 -0.110960 -0.703 -0.216 -0.196 0.3349
H 1.397071 -1.614805 -1.149322 0.508 -0.234 -0.155 0.2710
H 0.028789 -1.652936 0.662280 0.491 0.147 0.497 0.3401
H 1.388282 -1.154499 1.805840 -0.647 -0.039 -0.917 0.2994
```
Forces are in eV/Å.